C28H69F3NbO7S2 as an isolated structure. Source: OMol25; level of theory: ωB97M-V with the def2-TZVPD basis set.

Structure (XYZ):
```
110
Properties=species:S:1:pos:R:3:mulliken_charge:R:1
C 0.113 -6.516 2.537 -1.270
C 1.042 -5.348 2.080 0.190
C 0.226 -4.432 1.179 -0.924
C 1.055 -3.379 0.448 -1.009
C 1.473 -2.161 1.282 0.941
C 0.407 -1.596 2.229 -0.636
C 0.287 -0.067 2.131 -1.469
C -0.594 0.403 0.983 0.107
C -2.041 -0.081 1.037 -0.026
C -2.852 0.528 2.163 -0.697
C -4.357 0.189 2.097 -0.136
C -4.672 -1.273 1.697 -0.741
Nb -6.930 -1.611 1.572 -0.886
S -7.285 -1.218 4.022 -0.415
S -6.736 -4.165 1.953 0.929
O -5.373 -4.520 2.300 -0.614
O -7.658 -4.552 3.005 -0.651
C -7.235 -5.239 0.500 0.575
F -7.356 -6.493 0.885 -0.235
F -6.341 -5.191 -0.447 -0.233
F -8.376 -4.857 0.022 -0.240
H 0.206 -7.378 1.884 0.343
H 0.228 -6.759 3.588 0.355
H -0.913 -6.176 2.420 0.309
H 1.838 -5.816 1.525 -0.051
H 1.399 -4.864 2.981 0.288
H -0.600 -4.033 1.762 0.490
H -0.228 -5.066 0.418 0.395
H 0.566 -3.102 -0.480 0.359
H 1.977 -3.882 0.148 0.248
H 2.408 -2.340 1.802 0.148
H 1.701 -1.366 0.570 -0.614
H -0.585 -1.993 2.060 0.196
H 0.718 -1.799 3.250 0.333
H -0.123 0.282 3.078 0.499
H 1.267 0.400 2.018 0.247
H -0.171 0.182 0.003 0.204
H -0.623 1.486 1.035 0.370
H -2.511 0.258 0.112 -0.323
H -2.134 -1.161 1.018 0.471
H -2.791 1.611 2.019 0.111
H -2.449 0.323 3.154 0.344
H -4.763 0.338 3.095 0.428
H -4.861 0.840 1.400 0.163
H -4.234 -1.965 2.416 0.498
H -4.262 -1.487 0.709 0.263
H -8.745 -1.694 1.304 0.046
H -6.770 -1.820 -0.215 0.072
H -7.090 0.183 1.321 0.072
H -7.231 -2.420 4.624 0.148
C 5.698 -4.070 0.400 -1.263
C 5.298 -4.394 1.832 0.433
C 6.401 -5.150 2.557 -1.444
O 4.097 -5.162 1.837 -0.381
H 5.879 -4.990 -0.165 0.336
H 4.895 -3.533 -0.108 0.281
H 6.601 -3.459 0.368 0.404
H 5.075 -3.469 2.366 0.246
H 6.605 -6.102 2.060 0.368
H 6.098 -5.379 3.580 0.339
H 7.326 -4.571 2.589 0.384
H 4.271 -5.987 1.367 0.303
C 2.859 3.891 -1.207 -1.369
C 2.465 2.737 -0.296 0.401
C 2.926 1.400 -0.857 -0.330
O 1.048 2.720 -0.122 -0.385
H 2.394 3.776 -2.192 0.221
H 2.518 4.834 -0.800 0.410
H 3.942 3.938 -1.339 0.386
H 2.900 2.889 0.694 0.289
H 2.466 1.208 -1.827 -0.099
H 2.629 0.585 -0.193 -0.253
H 4.010 1.374 -0.980 0.488
H 0.646 2.586 -0.989 0.247
C 1.800 8.996 -0.249 -1.320
C 3.011 8.080 -0.348 0.484
C 4.224 8.823 -0.889 -1.357
O 2.710 6.967 -1.188 -0.472
H 1.527 9.379 -1.236 0.330
H 0.939 8.449 0.135 0.333
H 1.997 9.844 0.409 0.382
H 3.242 7.671 0.637 0.263
H 4.026 9.201 -1.896 0.342
H 5.082 8.153 -0.959 0.323
H 4.491 9.666 -0.249 0.393
H 2.502 7.307 -2.067 0.282
C -4.450 4.206 -1.554 -1.537
C -3.865 2.881 -1.086 0.773
C -3.109 2.184 -2.209 -1.315
O -4.904 2.036 -0.604 -0.419
H -5.163 4.045 -2.368 0.371
H -4.992 4.691 -0.742 0.376
H -3.669 4.883 -1.906 0.362
H -3.192 3.054 -0.245 0.108
H -3.780 1.961 -3.044 0.411
H -2.700 1.235 -1.861 0.308
H -2.289 2.804 -2.580 0.317
H -5.517 1.863 -1.329 0.273
C 1.653 0.311 -5.080 -1.218
C 3.007 0.996 -4.976 0.522
C 3.837 0.778 -6.233 -1.432
O 3.711 0.505 -3.837 -0.476
H 1.776 -0.769 -5.197 0.310
H 1.071 0.471 -4.172 0.280
H 1.081 0.688 -5.930 0.382
H 2.865 2.066 -4.813 0.239
H 4.028 -0.288 -6.386 0.359
H 4.806 1.270 -6.141 0.336
H 3.329 1.169 -7.116 0.384
H 3.849 -0.443 -3.958 0.321
```

Computed properties:
- LUMO (eV) = 1.620
- max |F| (eV/Å) = 3.51
- HOMO energy (eV) = -4.85
- Kohn-Sham gap (eV) = 6.47
- charge = -1
- calculated total energy (a.u.) = -2787.69458



A 3-piece molecular cluster, C28H69N7O2P3 overall. Source: OMol25; level of theory: ωB97M-V with the def2-TZVPD basis set.

Structure (XYZ):
```
109
Properties=species:S:1:pos:R:3:mulliken_charge:R:1
P 2.027 -4.309 -1.082 -0.265
C 0.334 -4.488 -1.980 -1.097
C 0.195 -3.567 -3.204 -0.483
C -0.657 -2.322 -2.891 0.858
C -0.974 -1.485 -4.142 -0.157
C -2.345 -0.794 -4.118 -0.999
C -2.388 0.638 -3.541 -0.806
C -2.499 0.747 -2.010 -0.178
C -1.190 0.739 -1.192 -0.927
C 0.081 1.148 -1.924 0.580
C 1.274 1.374 -0.969 -0.923
C 2.213 0.150 -0.912 0.991
C 3.447 0.244 -1.798 -1.082
N 3.158 0.064 -3.210 0.402
C 3.347 -1.077 -3.932 -0.380
C 2.928 -0.859 -5.208 -0.503
C 2.471 0.486 -5.293 -0.803
C 2.644 1.009 -4.045 -0.337
H 1.816 -2.830 -1.030 -0.479
H 1.368 -4.442 0.252 -0.010
H 2.232 -5.791 -1.063 0.163
H 2.724 -4.188 -2.395 -0.100
H 3.331 -4.150 -0.398 0.061
H 0.218 -5.543 -2.246 0.491
H -0.455 -4.221 -1.267 0.084
H 1.206 -3.180 -3.398 -0.108
H -0.199 -4.087 -4.081 0.443
H -1.588 -2.645 -2.410 0.086
H -0.081 -1.753 -2.158 -0.665
H -0.172 -0.787 -4.389 -0.289
H -1.016 -2.212 -4.961 0.627
H -2.652 -0.670 -5.164 0.417
H -3.103 -1.393 -3.608 0.356
H -1.588 1.242 -3.972 0.294
H -3.325 1.052 -3.935 0.456
H -3.128 1.604 -1.758 0.429
H -3.071 -0.130 -1.690 -0.353
H -1.318 1.464 -0.377 0.546
H -1.037 -0.216 -0.684 0.314
H 0.367 0.336 -2.594 -0.590
H -0.080 2.028 -2.552 0.497
H 0.947 1.685 0.024 0.354
H 1.845 2.209 -1.395 0.298
H 1.645 -0.729 -1.223 -0.940
H 2.529 0.005 0.123 0.318
H 4.027 1.152 -1.619 0.388
H 4.075 -0.603 -1.511 0.440
H 3.740 -1.996 -3.525 0.340
H 2.918 -1.567 -6.022 0.419
H 2.061 0.990 -6.152 0.439
H 2.414 2.001 -3.690 0.377
O 3.495 2.046 2.177 -0.702
P 4.622 2.720 2.857 0.541
N 5.707 3.073 1.583 0.177
C 7.105 3.418 1.747 -0.727
C 5.111 3.791 0.457 -0.953
N 5.245 1.462 3.829 0.222
C 6.661 1.183 3.957 -1.227
C 4.483 0.213 3.830 -0.988
N 5.105 3.946 3.962 0.028
C 4.615 3.755 5.346 -1.064
C 4.644 5.290 3.538 -1.028
H 7.272 4.425 2.157 0.253
H 7.592 3.379 0.770 0.393
H 7.635 2.709 2.371 0.193
H 4.886 4.844 0.678 0.251
H 4.181 3.310 0.154 0.082
H 5.784 3.769 -0.401 0.439
H 7.087 0.750 3.043 0.321
H 6.821 0.468 4.768 0.416
H 7.221 2.077 4.235 0.346
H 4.658 -0.387 2.930 0.335
H 3.418 0.402 3.911 0.307
H 4.774 -0.381 4.700 0.326
H 3.524 3.683 5.399 0.347
H 4.936 4.603 5.952 0.415
H 5.039 2.862 5.791 0.305
H 3.562 5.334 3.379 0.363
H 5.141 5.597 2.619 0.221
H 4.909 6.025 4.297 0.412
O -5.832 -1.495 -0.723 -0.845
P -6.404 -1.395 0.649 0.811
N -6.335 0.302 0.919 0.193
C -6.326 0.940 2.221 -0.762
C -7.065 1.105 -0.058 -1.157
N -5.147 -2.206 1.490 0.258
C -4.521 -1.672 2.685 -1.174
C -4.145 -2.891 0.670 -1.059
N -7.530 -1.779 1.907 0.003
C -7.613 -3.219 2.250 -1.068
C -8.913 -1.365 1.565 -1.083
H -7.293 0.904 2.746 0.257
H -6.064 1.992 2.092 0.387
H -5.571 0.523 2.877 0.172
H -8.158 1.041 0.048 0.271
H -6.809 0.788 -1.069 0.268
H -6.785 2.156 0.033 0.422
H -3.884 -0.805 2.470 0.276
H -3.892 -2.440 3.143 0.412
H -5.262 -1.406 3.441 0.353
H -3.414 -2.199 0.237 0.278
H -4.608 -3.446 -0.138 0.320
H -3.606 -3.610 1.290 0.386
H -7.870 -3.841 1.388 0.347
H -8.380 -3.352 3.015 0.416
H -6.679 -3.578 2.665 0.312
H -9.257 -1.787 0.616 0.367
H -8.989 -0.279 1.508 0.239
H -9.597 -1.685 2.349 0.405
```

Computed properties:
- LUMO (eV) = 2.075
- max |F| (eV/Å) = 6.27
- HOMO energy (eV) = -2.93
- Kohn-Sham gap (eV) = 5.01
- charge = -1
- calculated total energy (a.u.) = -2665.95114



A 4-piece molecular cluster, C28H69NP overall. Source: OMol25; level of theory: ωB97M-V with the def2-TZVPD basis set.

Structure (XYZ):
```
99
Properties=species:S:1:pos:R:3:mulliken_charge:R:1
C 4.743 -3.962 -0.414 -1.266
C 3.908 -3.665 0.833 0.028
C 3.790 -2.176 1.152 -0.714
C 3.171 -1.352 0.029 -1.401
P 1.286 -1.697 -0.299 1.395
C 0.677 -0.265 0.860 -1.604
N -0.158 0.749 0.159 -0.217
C -0.531 -2.211 -0.762 -1.433
C -0.807 -3.681 -0.447 -0.641
C -1.784 -3.996 0.698 1.016
C -1.624 -3.061 1.897 -1.115
C -1.594 -5.443 1.156 -1.051
H 5.168 -4.967 -0.375 0.387
H 5.574 -3.260 -0.506 0.262
H 4.133 -3.887 -1.312 0.307
H 4.347 -4.182 1.692 0.402
H 2.910 -4.084 0.700 -0.083
H 3.169 -2.064 2.048 0.259
H 4.794 -1.811 1.407 0.448
H 3.676 -1.589 -0.914 0.540
H 3.336 -0.286 0.209 0.390
H 1.230 -2.610 0.881 -0.718
H 1.699 -2.833 -1.178 0.046
H 1.335 -0.762 -1.434 -0.289
H 0.115 -0.731 1.676 0.336
H 1.527 0.239 1.326 0.525
H -1.122 0.676 0.459 0.235
H 0.127 1.680 0.436 0.237
H -1.276 -1.544 -0.322 0.443
H -0.593 -2.063 -1.844 0.375
H -1.197 -4.175 -1.343 0.370
H 0.146 -4.183 -0.229 0.169
H -2.804 -3.900 0.310 0.189
H -0.566 -2.962 2.139 0.295
H -2.141 -3.475 2.767 0.061
H -2.033 -2.075 1.684 0.349
H -2.318 -5.696 1.935 -0.161
H -0.596 -5.547 1.585 0.366
H -1.700 -6.144 0.329 0.399
C 0.080 4.545 -6.194 -1.247
C -0.626 4.970 -4.909 -0.636
C 0.164 4.637 -3.645 0.191
C 0.438 3.150 -3.421 -0.687
C -0.805 2.267 -3.347 -0.425
C -1.742 2.644 -2.207 -1.094
H 0.220 3.464 -6.235 0.305
H -0.498 4.836 -7.073 0.391
H 1.064 5.013 -6.269 0.270
H -1.612 4.501 -4.864 0.281
H -0.802 6.049 -4.938 0.411
H -0.368 5.042 -2.779 0.294
H 1.124 5.165 -3.679 -0.210
H 0.993 3.038 -2.485 0.352
H 1.100 2.774 -4.206 0.294
H -0.479 1.236 -3.199 0.290
H -1.348 2.291 -4.299 0.328
H -1.208 2.600 -1.259 0.074
H -2.574 1.940 -2.145 0.386
H -2.164 3.646 -2.326 0.380
C -5.432 -3.835 2.507 -0.813
C -5.754 -3.786 3.998 -0.534
C -4.662 -4.405 4.869 -0.716
C -4.386 -5.884 4.595 -0.005
C -5.600 -6.800 4.735 -0.573
C -6.206 -6.802 6.136 -1.243
H -5.352 -4.862 2.146 0.244
H -6.209 -3.341 1.922 0.439
H -4.485 -3.334 2.302 0.004
H -6.712 -4.280 4.186 0.251
H -5.887 -2.744 4.301 0.360
H -4.924 -4.268 5.923 0.396
H -3.732 -3.849 4.716 0.347
H -3.604 -6.224 5.282 0.425
H -3.969 -5.997 3.591 -0.290
H -5.299 -7.818 4.475 0.410
H -6.366 -6.517 4.008 0.242
H -5.463 -7.099 6.879 0.292
H -7.042 -7.499 6.201 0.390
H -6.579 -5.815 6.414 0.282
C 2.197 5.242 -0.548 -0.872
C 3.070 6.387 -0.046 -0.563
C 3.148 7.560 -1.023 -0.742
C 3.730 7.211 -2.395 -0.047
C 5.128 6.598 -2.361 -0.439
C 6.181 7.516 -1.747 -1.257
H 2.594 4.804 -1.465 0.162
H 2.132 4.443 0.191 0.407
H 1.183 5.589 -0.756 0.242
H 4.075 6.012 0.170 0.273
H 2.674 6.753 0.904 0.366
H 3.733 8.365 -0.570 0.337
H 2.141 7.964 -1.170 0.366
H 3.756 8.122 -3.002 0.409
H 3.055 6.525 -2.912 -0.269
H 5.422 6.350 -3.384 0.394
H 5.107 5.651 -1.816 0.277
H 6.235 8.463 -2.288 0.294
H 7.170 7.055 -1.782 0.390
H 5.961 7.739 -0.702 0.280
```

Computed properties:
- LUMO (eV) = 2.535
- max |F| (eV/Å) = 0.30
- HOMO energy (eV) = -3.17
- Kohn-Sham gap (eV) = 5.71
- charge = -1
- calculated total energy (a.u.) = -1504.25636